# 1
DFT (ωB97M-V/def2-TZVPD) results for C6H15BrF4O4SSi2 as an isolated structure at a distorted geometry.

```
33
Properties=species:S:1:pos:R:3:forces:R:3
C 2.7256 -3.2143 -2.1842 0.2284 0.1221 0.3287
C 3.2940 -1.8315 -1.8486 -0.8010 -0.5306 -0.2725
F 4.5567 -1.9980 -1.2958 0.5986 0.2264 0.2097
Si 2.2504 -0.9502 -0.5547 0.4185 0.3580 0.4892
O 2.5457 0.6504 -0.3091 0.4201 -0.5400 -0.8629
Si 3.7350 1.4883 -1.1083 0.1885 1.1032 0.6986
Br 4.5591 2.9667 0.3541 -0.1712 -0.3143 -0.2935
S 0.0734 -1.0954 -0.9869 -0.7357 -0.4212 1.4201
O -0.3649 -2.4606 -1.0346 0.3182 -0.5716 -1.0627
O -0.5438 -0.3380 0.0667 0.1270 1.0345 0.0572
C -0.3575 -0.2089 -2.5872 -0.8574 0.1143 0.2745
F 0.7473 0.3691 -3.0711 0.0291 -0.1469 -0.1383
F -0.8686 -1.0659 -3.4657 0.3510 0.3517 0.0615
F -1.2610 0.7356 -2.3110 0.4463 -0.3962 -0.3270
H 2.7315 -3.3856 -3.2457 -0.2484 -0.0470 -0.4406
H 3.3896 -3.9476 -1.7553 0.2586 -0.2559 0.2624
H 1.7475 -3.3958 -1.7614 -0.3580 -0.0714 -0.1019
H 3.3898 -1.2982 -2.7845 0.2227 0.4981 -0.1653
H 2.3751 -1.6470 0.7291 -0.2768 -0.1638 -0.0420
H 3.1852 2.2688 -2.2224 -0.1182 -0.1222 -0.0344
H 4.8592 0.6468 -1.5232 -0.0916 -0.2101 -0.0184
C -3.7929 2.3545 1.7922 -0.1735 -0.0202 -0.0510
C -4.0803 1.2876 2.8422 0.5055 0.0507 -0.2138
C -2.9845 1.2417 3.8971 -0.0687 -0.0784 0.1073
O -4.2192 0.0106 2.2211 -0.2437 0.0428 0.1153
H -2.8594 2.1363 1.2669 0.0656 -0.0107 0.0923
H -4.5865 2.3738 1.0452 -0.0419 0.0171 0.0280
H -3.7137 3.3450 2.2429 0.0188 -0.0019 0.0022
H -5.0382 1.4945 3.3202 -0.0662 -0.0934 -0.0321
H -2.0252 0.9910 3.4369 0.0091 0.0695 -0.0499
H -3.2021 0.4742 4.6399 -0.0360 0.0121 0.0143
H -2.8825 2.2011 4.4065 0.0141 0.0092 -0.0093
H -3.3848 -0.1990 1.7887 0.0679 -0.0141 -0.0455
```
Positions in Å, forces in eV/Å.

As for the LUMO energy: 0.2312 eV. The HOMO energy is -0.3652 Ha. The largest force on an atom is 1.65 eV Å⁻¹. As for the charge: 0. As for the frontier orbital gap: 10.170 eV. Its total energy is -4489.3100 a.u.

Results of the Löwdin charge analysis, in e, for atoms 1 through 2: atom 1 (C): -0.0566, atom 2 (C): -0.4668

# 2
DFT (ωB97M-V/def2-TZVPD) results for C27H25IrN5O3S2 as an isolated structure at a distorted geometry.

```
63
Properties=species:S:1:pos:R:3:forces:R:3
Ir -1.1588 -0.0257 -0.4379 5.0534 0.3364 -0.6047
O 1.4172 -1.7922 -3.4658 -0.3160 -0.0223 -0.0037
C 0.5448 -1.4595 -2.6891 0.1737 -0.1208 -0.4527
N 0.7255 -0.7042 -1.5600 -2.3408 0.3320 0.8424
C 1.9357 -0.3530 -1.0771 0.0031 0.3045 0.4748
C 3.1751 -0.7749 -1.5949 0.4493 -0.3457 -0.4317
C 4.3523 -0.4543 -0.9697 -0.3489 -0.1884 -0.2924
C 4.3506 0.3642 0.1700 -0.3438 0.2267 0.2331
C 3.1704 0.8408 0.6789 0.4593 0.2783 0.4857
C 1.9324 0.4863 0.1089 -0.0035 -0.2808 -0.4804
N 0.7185 0.8250 0.5928 -2.1934 -0.5548 -0.6848
C 0.5376 1.5346 1.7504 0.2096 0.2788 0.3434
O 1.4144 2.0172 2.4378 -0.3551 0.0009 0.0118
C -0.9011 1.6820 2.1395 0.1243 0.2862 0.3943
C -1.2177 2.3312 3.3263 0.0290 -0.1540 -0.2985
C -2.5479 2.4433 3.6976 -0.0404 -0.0869 -0.1702
C -3.5205 1.9411 2.8463 0.2728 0.0631 0.0174
C -3.1210 1.3406 1.6619 -0.7273 0.1189 0.1975
N -1.8457 1.1974 1.3313 -0.4927 -1.1183 -1.4051
C -0.8888 -1.7990 -2.9613 0.1303 -0.2010 -0.4256
C -1.2150 -2.4940 -4.1189 0.0616 0.1579 0.3351
C -2.5498 -2.7115 -4.4175 -0.0815 0.1181 0.1527
C -3.5137 -2.2491 -3.5348 0.2772 -0.0666 -0.0134
C -3.1028 -1.6056 -2.3777 -0.7384 -0.1659 -0.1933
N -1.8264 -1.3787 -2.1107 -0.4259 1.2488 1.4767
H 3.1834 -1.3827 -2.4845 0.0523 -0.0093 0.1165
H 5.2836 -0.8473 -1.3476 0.0590 0.0076 -0.1129
H 5.2837 0.6168 0.6502 0.0410 0.0625 0.0635
H 3.1759 1.4699 1.5529 0.0472 -0.0484 -0.0683
H -0.4152 2.7328 3.9244 0.0888 -0.0239 0.0484
H -2.8179 2.9200 4.6266 -0.0380 0.0637 0.0817
H -4.5672 2.0193 3.0898 -0.1183 -0.0103 -0.0453
H -3.8540 0.9764 0.9566 0.0288 -0.0857 0.0179
H -0.4177 -2.8298 -4.7614 0.1027 -0.0053 -0.0567
H -2.8315 -3.2173 -5.3271 -0.0336 -0.0750 -0.0844
H -4.5629 -2.3737 -3.7402 -0.1523 -0.0473 0.0499
H -3.8243 -1.2540 -1.6541 0.0233 0.0232 -0.0077
O -1.4828 -1.8643 0.9502 -0.5843 1.7391 -1.1099
S -0.7721 -3.0303 1.5934 0.9105 -0.1982 0.6957
C -1.4466 -3.0717 3.3095 0.1316 -0.2540 -0.2395
C -0.2761 -2.8373 4.2440 0.0901 0.2125 0.1206
C 0.5906 -1.7875 3.5621 0.0187 -0.0922 0.2073
C 0.8316 -2.3309 2.1663 -0.3081 -0.2589 0.0538
H -1.9480 -4.0184 3.4839 -0.0925 -0.0865 -0.1489
H -2.1746 -2.2633 3.3416 -0.0290 0.0831 -0.1194
H 0.2941 -3.7568 4.3871 -0.0163 -0.0086 0.0343
H -0.6312 -2.5095 5.2188 -0.0096 -0.0332 0.0707
H 1.5292 -1.6363 4.0918 0.0473 0.0993 -0.0216
H 0.0552 -0.8341 3.5233 0.0597 0.0077 -0.0226
H 1.5456 -3.1516 2.1726 0.0946 -0.0632 -0.0192
H 1.1350 -1.5808 1.4425 -0.0314 -0.1050 -0.2029
S -1.7625 1.8767 -1.9881 -0.0890 -1.7503 1.1144
C -0.2061 2.5687 -2.1910 0.6122 0.5062 0.0024
N 0.6056 2.1023 -3.1746 0.0511 0.3966 0.3760
C 1.8677 2.5442 -3.3454 0.2501 -0.0141 -0.0397
C 2.3819 3.5059 -2.5175 -0.2811 0.2137 0.2531
C 1.5418 4.0915 -1.5555 0.3963 -0.2184 -0.3830
C 0.2570 3.6292 -1.3992 -0.1199 -0.4011 -0.3163
H 0.2353 1.4015 -3.8109 -0.0454 0.0349 0.1714
H 2.4346 2.1141 -4.1577 -0.0474 -0.1035 -0.0169
H 3.4039 3.8294 -2.6290 0.0453 0.0328 -0.1206
H 1.9032 4.9085 -0.9500 0.0638 0.0430 0.0907
H -0.4163 4.0682 -0.6795 -0.0539 -0.0786 0.0588
```
Positions in Å, forces in eV/Å.

As for the LUMO energy (spin up / spin down): -6.6525 / -8.0554 eV. The HOMO energy (spin up / spin down) is -0.5013 / -0.5255 Ha. The largest force on an atom is 5.10 eV Å⁻¹. As for the multiplicity: 2. As for the charge: +2. As for the frontier orbital gap (spin up / spin down): 6.988 / 6.243 eV. Its total energy is -2443.5831 a.u. Its energy above the lowest of the compared OMol25 structures with the same formula, charge and spin is 71.8 kcal per mole.

Results of the Löwdin charge analysis, in e, for atoms 1 through 2: atom 1 (Ir): 1.1889, atom 2 (O): 0.1053

# 3
DFT (ωB97M-V/def2-TZVPD) results for C21H18MnN2O2S6 as an isolated structure.

```
50
Properties=species:S:1:pos:R:3:forces:R:3
Mn -0.2759 0.0572 -1.0170 0.1768 0.4942 0.1523
C 1.4770 -0.3555 4.7228 -0.0111 0.0856 0.0562
C 0.0053 -0.6698 4.5082 -0.0094 -0.0954 0.1046
S -0.7500 -0.0563 2.9907 -0.0097 0.0003 0.0320
C -0.3466 1.6978 3.0394 -0.1239 0.1722 0.0904
C 0.9508 2.1975 2.3695 -0.0212 0.0643 0.1065
S 1.6396 1.1102 1.1082 0.0295 0.0426 -0.4018
C 3.3485 0.8418 1.5978 0.1488 -0.1048 0.0330
C 3.5984 0.3190 3.0104 0.0178 0.1229 0.0441
S 2.6010 -1.1020 3.5108 0.0019 -0.1617 -0.0524
H 1.7624 -0.7060 5.7164 -0.0033 -0.0088 -0.0120
H 1.6318 0.7232 4.7131 0.0041 -0.0036 -0.0128
H -0.5510 -0.2933 5.3709 -0.0163 0.0172 -0.0308
H -0.1505 -1.7504 4.4819 -0.0062 0.0071 -0.0145
H -0.3618 2.0285 4.0810 -0.0341 -0.0042 -0.0130
H -1.1834 2.1891 2.5457 -0.0004 -0.0568 -0.0122
H 1.7333 2.3785 3.1059 0.0180 -0.0509 0.0036
H 0.7257 3.1549 1.8997 0.0433 -0.0135 0.0058
H 3.9360 1.7504 1.4458 -0.0316 0.0034 0.0036
H 3.7038 0.1104 0.8678 -0.0303 0.0071 -0.0139
H 3.4457 1.1086 3.7467 -0.0043 -0.0148 -0.0082
H 4.6485 0.0347 3.0937 -0.0027 -0.0118 -0.0424
S -0.3066 -1.9229 -0.0456 -0.1030 -0.3327 0.0356
C 1.2193 -2.6766 -0.4337 -0.0478 -0.0237 0.0738
C 1.5950 -3.8649 0.1854 -0.0033 0.0533 -0.0296
C 2.8122 -4.4451 -0.1266 0.0286 -0.1857 0.1209
C 3.2002 -5.6661 0.5316 0.0016 0.1947 -0.1150
N 3.5068 -6.6352 1.0647 -0.0101 -0.0679 0.0380
C 3.6527 -3.8430 -1.0752 0.2024 -0.0256 -0.1286
C 3.2698 -2.6660 -1.6963 -0.0514 0.0272 0.0396
C 2.0533 -2.0731 -1.3691 0.0952 0.0323 -0.0291
S 1.5417 -0.5912 -2.1440 0.0369 -0.1209 -0.1650
C 4.9207 -4.4322 -1.4225 -0.1971 0.0096 0.1482
N 5.9346 -4.8967 -1.6941 0.0609 0.0016 -0.0510
H 0.9512 -4.3343 0.9160 -0.0323 0.0091 0.0032
H 3.9244 -2.2142 -2.4287 -0.0134 0.0354 -0.0156
O -2.0612 3.2383 0.6110 -0.0772 0.1275 -0.0122
C -1.9481 2.4463 -0.2911 0.3805 -0.4216 0.0256
O -0.9731 1.5340 -0.2602 -0.3875 0.2572 0.1202
C -2.8522 2.4265 -1.4738 -0.0301 0.1123 0.0918
C -3.8269 3.4250 -1.5116 -0.0391 0.0120 -0.0385
C -4.7265 3.5091 -2.5545 0.0286 -0.0061 0.0348
C -4.6622 2.5773 -3.5834 0.0105 -0.0255 -0.0193
C -3.7059 1.5806 -3.5604 -0.0635 0.0852 0.0202
C -2.7885 1.4973 -2.5088 0.0244 -0.1671 -0.1189
S -1.6551 0.1515 -2.7139 0.0367 -0.0486 -0.0395
H -3.8515 4.1301 -0.6925 0.0078 -0.0050 0.0076
H -5.4737 4.2905 -2.5663 -0.0071 0.0024 -0.0059
H -5.3608 2.6238 -4.4083 -0.0035 0.0022 -0.0031
H -3.6621 0.8559 -4.3627 0.0166 -0.0222 -0.0058
```
Positions in Å, forces in eV/Å.

As for the LUMO energy (spin up / spin down): -3.2915 / -1.2907 eV. The HOMO energy (spin up / spin down) is -0.3103 / -0.3108 Ha. The largest force on an atom is 0.57 eV Å⁻¹. As for the multiplicity: 4. As for the charge: 0. As for the frontier orbital gap (spin up / spin down): 5.153 / 7.166 eV. Its total energy is -4611.1681 a.u. Its energy above the lowest of the compared OMol25 structures with the same formula, charge and spin is 10.5 kcal per mole.

Results of the Löwdin charge analysis, in e, for atoms 1 through 2: atom 1 (Mn): 0.1255, atom 2 (C): -0.5374

# 4
DFT (ωB97M-V/def2-TZVPD) results for C9H27KO12P3 as an isolated structure at a distorted geometry.

```
52
Properties=species:S:1:pos:R:3:forces:R:3
K 1.7262 -0.9087 2.4187 -0.1586 0.0215 -0.3911
C -0.7097 6.6677 2.6748 0.2479 -0.3306 0.7513
O -0.6250 5.2860 2.2304 -0.8939 -0.5003 0.4791
P -1.5946 4.0745 2.7130 -0.1898 0.2329 -0.9252
O -1.0157 2.7350 2.3366 -1.1936 2.3150 0.6128
O -3.0755 4.3595 2.0143 2.2422 -1.0755 1.3772
C -3.7709 5.6107 1.9905 0.2645 0.0049 -0.5481
O -1.7946 4.2930 4.3427 0.0202 -0.6516 -2.8976
C -1.7993 3.0281 5.0238 -0.2486 -0.0307 1.4952
H -1.0810 6.6805 3.6995 -0.3747 0.1562 -0.1137
H -1.2855 7.3054 2.0040 -0.1534 -0.3714 -0.0099
H 0.2936 7.0858 2.7565 0.1160 -0.3490 -0.3670
H -3.5156 6.2731 2.8177 -0.1264 -0.1720 0.0950
H -4.8356 5.3789 1.9606 0.1220 0.0601 0.2519
H -3.5069 6.0827 1.0442 -0.0565 0.2586 0.0745
H -0.8443 2.9892 5.5478 -0.1434 -0.3730 0.1100
H -1.9692 2.1183 4.4481 0.2849 0.4593 -0.5465
H -2.6275 3.0529 5.7321 0.1805 0.2157 0.2109
C 6.8733 -1.3224 -1.5543 1.6800 0.2375 1.1177
O 5.8933 -1.9289 -2.3584 -1.9837 0.9911 -1.0135
P 4.4423 -1.2124 -2.6415 0.0661 -0.1540 -0.0465
O 3.6404 -0.8536 -1.4176 1.1728 -0.6958 -1.7156
O 3.7480 -2.2507 -3.6927 1.2787 1.3265 0.9260
C 3.1129 -3.4003 -3.2144 -1.4542 -1.2643 0.7097
O 4.7793 0.0042 -3.6368 0.5667 -1.2864 0.7965
C 3.7614 0.8514 -4.1630 -1.1512 -0.1630 0.6580
H 6.7849 -0.2534 -1.3601 -0.7800 -0.0860 0.1193
H 7.8938 -1.3777 -1.9331 -0.2444 -0.3148 -1.1754
H 7.0306 -1.8981 -0.6422 -0.7697 0.2005 0.3737
H 2.5662 -3.1926 -2.2945 0.0615 0.0949 0.1525
H 3.7251 -4.2848 -3.0389 0.7250 0.4052 -0.0303
H 2.3588 -3.7553 -3.9168 0.0850 0.4566 -0.3553
H 3.7103 1.7462 -3.5426 0.3170 0.2662 -0.4743
H 2.7839 0.3880 -4.0292 -0.0877 -0.1944 -0.1260
H 3.8893 1.0094 -5.2338 0.4286 0.1720 0.2894
C -2.2070 -6.0366 -0.5352 0.7406 -0.9851 0.4729
O -2.8380 -4.8283 -0.9317 0.4075 1.3231 0.8012
P -2.4637 -3.3980 -0.2420 0.8721 -0.2193 0.1372
O -1.0630 -3.1857 0.3113 -2.4213 -0.5088 -1.1440
O -2.9010 -2.3920 -1.4280 -0.6723 -0.7636 1.9954
C -2.2428 -2.5349 -2.6692 0.5271 -0.1686 -0.3568
O -3.6060 -3.2978 0.8740 1.1687 0.5348 -0.9244
C -3.7494 -2.1489 1.7230 -1.1224 -0.1541 0.8179
H -1.3371 -5.8439 0.0926 0.1939 0.1198 -0.2731
H -1.9329 -6.6371 -1.4026 0.2068 0.5168 -0.2624
H -2.8092 -6.7382 0.0422 -0.7644 0.6102 0.1406
H -2.8295 -2.0837 -3.4694 -0.0111 0.2531 0.3347
H -2.1653 -3.5974 -2.9000 0.3499 0.0542 -0.1412
H -1.2783 -2.0461 -2.5315 0.1573 -0.1814 -0.6397
H -4.4479 -1.4436 1.2727 0.1040 -0.0522 -0.1026
H -2.8821 -1.6005 2.0905 0.5777 -0.4351 -0.7089
H -4.2093 -2.5689 2.6176 -0.1643 0.1944 -0.0111
```
Positions in Å, forces in eV/Å.

As for the LUMO energy: -3.4973 eV. The HOMO energy is -0.4712 Ha. The largest force on an atom is 2.97 eV Å⁻¹. As for the charge: +1. As for the frontier orbital gap: 9.324 eV. Its total energy is -2886.0425 a.u. Its energy above the lowest of the compared OMol25 structures with the same formula, charge and spin is 69.4 kcal per mole.

Results of the Löwdin charge analysis, in e, for atoms 1 through 2: atom 1 (K): 0.9344, atom 2 (C): -0.0832